Formula: C23H20NO4
Source: the OMol25 dataset
Level of theory: the ωB97M-V functional and the def2-TZVPD basis

The value obtained for the energy above the lowest of the compared OMol25 structures with the same formula, charge and spin is 16.6 kcal/mol. Its structure (SMILES) is CC1(C)CC(=O)N([C@@H](C2=C([O-])c3ccccc3C2=O)c2ccccc2)C(=O)C1. The calculation puts the total energy at -1244.0995 hartree. As for the total charge: -1. As for the multiplicity: 1. The HOMO-LUMO gap comes out at 5.478 eV. The lowest unoccupied orbital energy comes out at 2.63 eV.

```
48
C23H20NO4 (the ωB97M-V functional and the def2-TZVPD basis)
C -5.09 -1.41 0.26
C -3.69 -1.06 0.74
C -3.67 -1.12 2.26
C -2.72 -2.08 0.15
C -1.27 -1.78 0.33
O -0.49 -2.60 0.83
N -0.86 -0.46 0.04
C 0.58 0.37 0.26
C 1.33 0.38 -0.89
C 2.85 0.51 -0.81
O 3.55 0.68 0.18
C 3.34 0.14 -2.14
C 4.64 0.24 -2.58
C 4.92 -0.13 -3.89
C 3.89 -0.71 -4.71
C 2.59 -0.89 -4.21
C 2.33 -0.42 -2.93
C 1.05 -0.40 -2.17
O 0.04 -1.01 -2.44
C 0.94 1.22 1.38
C 1.61 2.45 1.13
C 2.09 3.15 2.18
C 1.77 2.79 3.51
C 1.03 1.63 3.74
C 0.64 0.82 2.71
C -1.72 0.61 0.34
O -1.40 1.73 0.69
C -3.21 0.29 0.21
H -5.12 -1.40 -0.83
H -5.31 -2.43 0.63
H -5.81 -0.69 0.67
H -2.70 -0.91 2.74
H -4.40 -0.41 2.66
H -3.98 -2.12 2.58
H -2.90 -3.11 0.51
H -2.88 -2.17 -0.95
H 0.34 -0.73 0.80
H 5.40 0.65 -1.89
H 5.93 0.00 -4.31
H 4.12 -1.01 -5.74
H 1.78 -1.35 -4.79
H 1.73 2.76 0.08
H 2.79 3.96 1.97
H 2.13 3.37 4.33
H 0.82 1.30 4.75
H 0.15 -0.16 2.87
H -3.42 0.36 -0.88
H -3.77 1.14 0.62
```